No. 1
The following is a DFT calculation (ωB97M-V/def2-TZVPD) of a 10-piece molecular cluster, C65H85N12O3 overall.

Summary:
**Charge**: +1
**Highest occupied orbital energy**: -0.3861 hartree
**LUMO**: -2.2 eV

Last column: Mulliken charge in e.
Cartesian coordinates (Å):
1 C 0.143 0.334 -0.679  0.0503
2 C -0.081 1.210 0.628  -0.6507
3 C 1.190 1.258 1.570  0.6266
4 C 1.199 0.161 2.692  -0.9663
5 C 1.502 -1.294 2.123  1.8746
6 C 0.200 -2.140 1.877  -1.1024
7 C 0.361 -3.245 0.768  -0.4406
8 C 1.194 -4.500 1.215  -1.2104
9 C 2.733 -4.397 0.906  0.3296
10 C 3.076 -3.787 -0.491  0.3461
11 C 4.655 -3.695 -0.761  -0.5936
12 N 4.883 -2.312 -1.295  0.4078
13 C 4.960 -1.868 -2.618  -0.3664
14 C 5.137 -0.465 -2.442  -0.7155
15 N 5.175 -0.122 -1.104  0.4618
16 C 5.312 1.194 -0.443  -0.3023
17 N 5.170 2.325 -1.359  -0.4218
18 C 3.799 2.426 -1.925  -0.7834
19 C 5.028 -1.303 -0.398  -0.4780
20 C 5.025 -1.467 1.152  1.1705
21 O 6.260 -2.117 1.497  -0.4424
22 C 6.112 -3.001 2.606  -0.3531
23 O 6.418 -2.299 3.807  -0.4163
24 C 5.272 -2.118 4.659  0.1981
25 C 5.394 -0.655 5.265  -0.4416
26 O 4.233 -0.444 6.092  -0.5386
27 H -0.568 -0.528 -0.685  -0.4421
28 H -0.107 0.953 -1.583  0.4643
29 H 1.182 -0.067 -0.777  -0.2720
30 H -0.930 0.803 1.230  0.3823
31 H -0.319 2.250 0.286  0.4320
32 H 2.123 1.159 0.939  -0.8236
33 H 1.234 2.312 1.999  0.3602
34 H 1.961 0.482 3.456  -0.0303
35 H 0.214 0.193 3.240  0.4100
36 H 2.136 -1.131 1.217  -1.1141
37 H 2.088 -1.807 2.941  0.2697
38 H -0.576 -1.427 1.473  0.1927
39 H -0.260 -2.548 2.818  0.3826
40 H 0.704 -2.761 -0.177  0.1122
41 H -0.683 -3.614 0.559  0.4815
42 H 1.098 -4.570 2.336  0.3708
43 H 0.747 -5.439 0.806  0.3542
44 H 3.258 -3.901 1.765  -0.4569
45 H 3.130 -5.454 0.900  0.3489
46 H 2.679 -4.449 -1.327  0.3277
47 H 2.678 -2.746 -0.558  -0.2929
48 H 4.958 -4.393 -1.583  0.5069
49 H 5.238 -3.885 0.171  -0.1207
50 H 4.865 -2.491 -3.522  0.4884
51 H 5.205 0.234 -3.299  0.4320
52 H 4.468 1.258 0.311  0.0982
53 H 6.252 1.207 0.162  0.4006
54 H 5.265 3.155 -0.763  0.3022
55 H 3.069 2.991 -1.285  0.1901
56 H 3.881 3.012 -2.880  0.2556
57 H 3.324 1.450 -2.179  0.3267
58 H 5.042 -0.470 1.667  0.5423
59 H 4.116 -2.002 1.515  -0.7524
60 H 6.885 -3.811 2.511  0.3828
61 H 5.107 -3.485 2.674  0.2598
62 H 4.291 -2.143 4.119  -0.2218
63 H 5.298 -2.893 5.475  0.3933
64 H 5.404 0.052 4.399  0.2388
65 H 6.341 -0.638 5.857  0.2618
66 H 3.742 0.279 5.666  0.3206
67 N 3.408 5.906 -2.773  -0.3353
68 C 4.505 6.028 -2.013  0.2431
69 C 5.472 7.001 -2.204  -0.8216
70 C 5.301 7.901 -3.243  -0.1215
71 C 4.178 7.795 -4.045  -0.5321
72 C 3.267 6.788 -3.768  -0.2347
73 H 4.598 5.299 -1.213  0.2372
74 H 6.337 7.053 -1.556  0.3713
75 H 6.036 8.675 -3.426  0.3867
76 H 4.010 8.479 -4.866  0.3983
77 H 2.370 6.670 -4.366  0.4020
78 N -2.738 -1.840 -2.125  -0.2665
79 C -3.320 -2.547 -3.101  -0.3707
80 C -4.448 -2.127 -3.787  -0.5539
81 C -5.010 -0.907 -3.440  -0.0305
82 C -4.427 -0.157 -2.431  -0.9500
83 C -3.297 -0.667 -1.810  0.1101
84 H -2.846 -3.495 -3.334  0.4452
85 H -4.877 -2.738 -4.570  0.4170
86 H -5.894 -0.545 -3.952  0.5025
87 H -4.838 0.799 -2.134  0.4131
88 H -2.801 -0.118 -1.017  0.3257
89 N -7.965 -4.206 -2.908  -0.5621
90 C -7.774 -2.910 -3.180  -0.0314
91 C -8.800 -2.024 -3.469  -0.1260
92 C -10.099 -2.505 -3.481  -0.5326
93 C -10.322 -3.845 -3.203  -0.3365
94 C -9.227 -4.647 -2.923  -0.3265
95 H -6.742 -2.582 -3.162  0.3300
96 H -8.587 -0.984 -3.679  0.3657
97 H -10.929 -1.844 -3.703  0.3925
98 H -11.323 -4.257 -3.204  0.3972
99 H -9.352 -5.701 -2.697  0.3773
100 N 0.271 -5.684 -4.351  -0.4747
101 C 1.317 -4.906 -4.060  -0.4584
102 C 2.559 -5.024 -4.665  0.1891
103 C 2.730 -6.009 -5.625  -0.4563
104 C 1.660 -6.829 -5.942  -0.3701
105 C 0.458 -6.625 -5.281  -0.2799
106 H 1.134 -4.153 -3.299  0.5470
107 H 3.371 -4.362 -4.391  0.2429
108 H 3.685 -6.135 -6.120  0.3770
109 H 1.755 -7.609 -6.686  0.3681
110 H -0.409 -7.240 -5.498  0.3589
111 N -10.143 -0.627 1.599  -0.5802
112 C -9.082 0.128 1.901  -0.6710
113 C -7.824 -0.053 1.347  -0.3985
114 C -7.652 -1.078 0.430  -0.2400
115 C -8.737 -1.875 0.102  -0.2217
116 C -9.954 -1.609 0.710  -0.3934
117 H -9.265 0.915 2.625  0.7041
118 H -7.000 0.591 1.627  0.4021
119 H -6.684 -1.254 -0.025  0.5254
120 H -8.641 -2.685 -0.609  0.4441
121 H -10.833 -2.204 0.483  0.3963
122 N -8.904 1.408 5.358  -0.4738
123 C -8.755 0.081 5.317  0.0627
124 C -9.054 -0.762 6.375  -0.6061
125 C -9.533 -0.198 7.547  -0.1785
126 C -9.694 1.177 7.614  -0.3941
127 C -9.368 1.930 6.498  -0.1799
128 H -8.375 -0.312 4.381  0.3696
129 H -8.916 -1.832 6.284  0.3404
130 H -9.778 -0.823 8.398  0.3726
131 H -10.064 1.654 8.512  0.3458
132 H -9.481 3.009 6.501  0.3643
133 N 6.827 -6.033 0.307  -0.1091
134 C 7.939 -5.743 -0.379  -0.0154
135 C 8.953 -6.653 -0.626  -0.7571
136 C 8.812 -7.940 -0.131  -0.1814
137 C 7.671 -8.265 0.585  -0.6760
138 C 6.714 -7.282 0.773  -0.1800
139 H 8.005 -4.722 -0.744  0.3570
140 H 9.829 -6.363 -1.189  0.3895
141 H 9.584 -8.681 -0.301  0.3727
142 H 7.527 -9.259 0.987  0.3959
143 H 5.802 -7.490 1.323  0.3877
144 N 0.551 4.828 1.901  -0.3496
145 C -0.727 5.142 2.141  -0.2810
146 C -1.377 6.225 1.571  -0.5231
147 C -0.663 7.035 0.702  0.0094
148 C 0.663 6.732 0.438  -0.5287
149 C 1.218 5.625 1.058  -0.2037
150 H -1.244 4.481 2.829  0.3700
151 H -2.414 6.429 1.801  0.3873
152 H -1.133 7.892 0.237  0.2967
153 H 1.253 7.342 -0.234  0.3989
154 H 2.252 5.346 0.878  0.3950
155 N -1.082 10.530 0.379  -0.4094
156 C -2.360 10.843 0.620  -0.0637
157 C -3.010 11.925 0.048  -0.5199
158 C -2.297 12.734 -0.821  -0.1557
159 C -0.971 12.432 -1.086  -0.4713
160 C -0.415 11.325 -0.465  -0.1326
161 H -2.876 10.183 1.309  0.3533
162 H -4.048 12.128 0.278  0.3519
163 H -2.769 13.590 -1.288  0.3637
164 H -0.382 13.041 -1.758  0.3502
165 H 0.619 11.047 -0.643  0.3578

No. 2
The following is a DFT calculation (ωB97M-V/def2-TZVPD) of a 2-piece molecular cluster, C3H11NO2 overall.

Summary:
**ΔE to the lowest compared entry with this formula, charge and spin**: 0.687 eV
**Highest occupied orbital energy**: -0.3381 hartree
**LUMO**: 0.8 eV

Last column: Mulliken charge in e.
Cartesian coordinates (Å):
1 N 0.352 1.352 3.063  -0.5335
2 C 0.035 0.152 2.286  -0.4622
3 C -0.382 0.449 0.863  -0.4123
4 C -0.084 -0.739 -0.063  -0.5472
5 O -0.520 -0.450 -1.408  -0.5221
6 H -0.397 1.604 3.686  0.1989
7 H 1.230 1.543 3.523  0.1821
8 H -0.693 -0.430 2.856  0.3126
9 H 0.915 -0.507 2.331  0.3466
10 H -1.469 0.600 0.837  0.2681
11 H -0.050 1.346 0.344  0.2437
12 H 1.000 -0.827 -0.143  0.3195
13 H -0.497 -1.709 0.212  0.2905
14 H -1.490 -0.411 -1.400  0.2764
15 O 0.557 -0.651 -4.196  -0.6394
16 H 0.042 -0.809 -3.404  0.3806
17 H 1.235 -0.061 -3.857  0.2978